(1)
Entry from the Open Molecules 2025 dataset: C28H14B5FeN2O40 as an isolated structure at a distorted geometry (ωB97M-V/def2-TZVPD).

Structure (XYZ):
```
90
Properties=species:S:1:pos:R:3:mulliken_charge:R:1
Fe -1.10 0.47 0.36 2.58
O 1.88 3.70 0.98 -0.64
C 2.55 2.87 0.39 0.10
O 3.85 2.75 0.29 -0.54
B 4.21 1.40 -0.21 1.36
O 2.84 0.81 -0.42 -0.07
C 1.93 1.61 -0.07 0.07
O 0.69 1.50 -0.12 -0.02
O 5.12 0.69 0.71 -0.40
C 6.21 0.24 0.06 0.55
O 7.13 -0.44 0.46 -0.57
C 6.11 0.76 -1.37 0.57
O 4.99 1.45 -1.49 -0.69
O 7.05 0.69 -2.23 -0.68
O -3.82 3.45 -1.31 -0.59
C -3.13 3.26 -2.32 0.29
O -3.13 3.69 -3.54 -0.57
B -1.92 3.29 -4.25 0.84
O -1.25 2.37 -3.37 -0.23
C -1.90 2.22 -2.26 0.69
O -1.68 1.46 -1.33 -0.26
O -2.32 2.72 -5.53 -0.45
C -1.64 3.37 -6.52 0.59
O -1.48 2.98 -7.69 -0.59
C -0.86 4.45 -5.86 0.65
O -1.18 4.48 -4.62 -0.52
O 0.01 5.15 -6.39 -0.62
O -0.19 -3.81 2.33 -0.69
C 0.80 -3.13 2.28 -0.01
O 1.93 -3.39 2.74 -0.74
B 2.93 -2.43 2.30 1.04
O 2.11 -1.31 1.62 0.45
C 0.84 -1.75 1.64 0.86
O -0.12 -1.13 1.19 -0.42
O 4.00 -3.04 1.49 -0.58
C 5.17 -2.84 1.94 0.46
O 6.25 -3.17 1.42 -0.62
C 5.00 -1.86 3.16 0.60
O 3.66 -1.79 3.38 -0.41
O 5.91 -1.37 3.77 -0.59
O -0.83 3.66 3.90 -0.65
C -0.15 2.60 4.14 0.20
O 0.51 2.30 5.29 -0.42
B 1.06 0.96 5.08 1.40
O 0.58 0.48 3.79 -0.39
C -0.09 1.38 3.20 -0.22
O -0.59 1.36 2.11 -0.72
O 0.64 -0.01 6.12 -0.52
C 1.74 -0.47 6.71 0.45
O 1.78 -1.10 7.76 -0.64
C 3.00 0.08 5.94 0.79
O 2.53 0.87 5.04 -0.56
O 4.17 -0.18 6.15 -0.63
O 0.01 -0.61 -1.34 0.12
C 0.82 -1.30 -1.93 -0.03
O 2.10 -1.12 -2.17 -0.37
B 2.77 -2.36 -2.62 0.90
O 1.62 -3.27 -2.74 -0.62
C 0.49 -2.76 -2.32 0.53
O -0.58 -3.17 -2.17 -0.52
O 3.52 -2.10 -3.85 -0.57
C 4.86 -1.94 -3.54 0.39
O 5.70 -1.44 -4.28 -0.59
C 4.99 -2.35 -2.10 0.59
O 3.80 -2.67 -1.55 -0.10
O 6.10 -2.38 -1.47 -0.57
C -5.29 -3.22 -2.28 -1.08
C -4.12 -4.13 -2.04 -0.36
C -3.33 -3.74 -0.69 -0.87
C -2.86 -2.35 -0.43 0.55
N -2.41 -1.27 -0.27 -0.34
H -5.93 -3.73 -3.00 0.37
H -5.05 -2.25 -2.71 0.30
H -5.90 -3.14 -1.38 0.28
H -3.35 -4.07 -2.81 0.29
H -4.40 -5.16 -1.84 0.34
H -2.47 -4.33 -0.37 0.38
H -4.08 -4.05 0.05 0.49
C -6.13 3.61 1.07 -1.20
C -6.42 2.09 0.63 -0.41
C -5.57 1.14 1.45 -0.80
C -4.14 1.17 1.25 0.76
N -2.95 1.19 1.04 -0.55
H -6.58 4.21 0.28 0.31
H -5.09 3.88 1.25 0.31
H -6.54 3.86 2.05 0.42
H -6.16 2.03 -0.42 0.29
H -7.50 1.98 0.64 0.39
H -5.90 0.11 1.32 0.32
H -5.82 1.32 2.50 0.35
```

## Properties
Net charge ... -2
Highest occupied orbital energy (alpha / beta) ... -4.91 / -4.91 eV
<S²> ... 8.756
Kohn-Sham gap (alpha / beta) ... 7.14 / 4.41 eV
Strongest force on any atom ... 7.216 eV/Å
Spin multiplicity ... 6
Energy above the lowest of the compared OMol25 structures with the same formula, charge and spin ... 0.0000 eV
LUMO energy (alpha / beta) ... 2.2 / -0.5 eV
Calculated total energy ... -5583.65560 hartree

---

(2)
Entry from the Open Molecules 2025 dataset: an isolated molecule of C2H2Cl2FNOS at a distorted geometry (ωB97M-V/def2-TZVPD).

Structure (XYZ):
```
10
Properties=species:S:1:pos:R:3:mulliken_charge:R:1
C 0.03 -0.26 -0.28 0.47
C -1.34 -0.02 0.28 0.51
H 2.27 0.08 -1.43 0.24
H 0.82 0.05 1.54 0.38
N 1.08 -0.53 0.55 -0.46
O 0.25 0.14 -1.52 -0.61
F -1.37 -0.14 1.61 -0.18
S 2.73 0.02 -0.06 -0.11
Cl -1.77 1.82 -0.17 -0.12
Cl -2.69 -1.15 -0.52 -0.12
```

## Properties
SMILES ... O=C(NS)C(F)(Cl)Cl
Highest occupied orbital energy ... -9.83 eV
Kohn-Sham gap ... 8.96 eV
Strongest force on any atom ... 7.710 eV/Å
Spin multiplicity ... 1
Energy above the lowest of the compared OMol25 structures with the same formula, charge and spin ... 2.1406 eV
LUMO energy ... -0.9 eV
Calculated total energy ... -1625.76059 hartree

---

(3)
Entry from the Open Molecules 2025 dataset: C27H48ClErOP as an isolated structure at a distorted geometry (ωB97M-V/def2-TZVPD).

Structure (XYZ):
```
79
Properties=species:S:1:pos:R:3:mulliken_charge:R:1
Er -1.32 -0.24 2.40 0.37
P 0.76 -0.05 0.14 0.85
Cl 0.50 -0.89 3.98 -0.62
C -1.22 2.31 0.66 -1.22
H -0.75 3.28 0.31 0.43
H -0.92 2.48 1.81 -0.25
C 0.95 -1.93 0.31 -0.18
C 2.22 0.74 0.96 0.31
C 1.86 -2.63 -0.72 -0.76
H 1.43 -1.99 1.31 0.77
C 2.02 -4.11 -0.37 -0.99
H 1.42 -2.55 -1.73 0.14
H 2.84 -2.13 -0.76 0.28
C 0.70 -4.84 -0.20 -0.77
H 2.63 -4.59 -1.13 0.40
H 2.56 -4.16 0.58 0.37
C -0.31 -4.08 0.69 -0.99
H 0.24 -4.95 -1.19 0.31
H 0.87 -5.84 0.22 0.40
C -0.45 -2.60 0.37 1.09
H -1.29 -4.56 0.65 0.42
H 0.04 -4.16 1.73 0.37
H -0.97 -2.48 -0.59 0.24
H -1.14 -2.14 1.15 -0.89
C 0.87 0.43 -1.73 -0.22
C 2.34 2.21 0.53 -0.23
H 1.94 0.70 2.03 0.53
C 3.41 2.94 1.36 -0.89
H 2.58 2.30 -0.53 0.13
H 1.38 2.70 0.65 -0.41
C 4.76 2.21 1.37 -0.67
H 3.54 3.96 0.97 0.40
H 3.05 3.05 2.40 0.35
C 4.63 0.72 1.70 -0.95
H 5.23 2.31 0.39 0.30
H 5.42 2.68 2.11 0.36
C 3.56 0.00 0.85 -0.60
H 5.61 0.21 1.58 0.38
H 4.33 0.62 2.75 0.38
H 3.91 -0.05 -0.19 0.09
H 3.45 -1.03 1.21 0.32
C -0.23 -0.29 -2.56 0.07
H 0.61 1.52 -1.64 0.66
C -0.27 0.23 -3.98 -0.93
H -0.03 -1.37 -2.54 0.20
H -1.20 -0.15 -2.07 -0.49
C 1.11 0.21 -4.67 -0.80
H -0.99 -0.37 -4.55 0.45
H -0.61 1.26 -3.95 0.36
C 2.22 0.83 -3.82 -1.05
H 1.37 -0.82 -4.90 0.33
H 1.04 0.75 -5.62 0.43
C 2.26 0.28 -2.39 -0.18
H 3.19 0.66 -4.27 0.41
H 2.05 1.90 -3.75 0.38
H 2.53 -0.79 -2.41 0.04
H 3.02 0.79 -1.79 0.12
C -2.89 0.55 -0.09 -0.29
C -2.33 2.00 -0.16 2.02
H -2.27 -0.24 -0.51 -0.16
C -3.47 3.04 -0.11 -1.19
H -1.90 2.07 -1.22 -0.70
C -4.63 2.64 0.78 -0.60
H -3.02 3.93 0.31 0.41
H -3.90 3.33 -1.09 0.32
C -5.30 1.34 0.35 -0.99
H -4.24 2.45 1.80 0.10
H -5.37 3.40 0.91 0.48
C -4.25 0.20 0.22 -0.08
H -6.14 1.05 0.98 0.38
H -5.61 1.46 -0.69 0.33
H -4.28 -0.32 1.20 -0.41
H -4.63 -0.62 -0.39 0.28
C -4.41 -1.08 4.28 -1.15
C -3.39 -0.50 3.48 0.55
O -2.91 0.67 3.51 -0.52
H -4.28 -2.11 3.94 0.25
H -5.41 -0.72 4.04 0.28
H -4.11 -1.05 5.36 0.33
```

## Properties
Net charge ... -1
Highest occupied orbital energy (alpha / beta) ... -1.32 / -1.33 eV
<S²> ... 3.754
Kohn-Sham gap (alpha / beta) ... 3.90 / 3.91 eV
Strongest force on any atom ... 6.743 eV/Å
Spin multiplicity ... 4
LUMO energy (alpha / beta) ... 2.6 / 2.6 eV
Calculated total energy ... -2949.30693 hartree

---

(4)
Entry from the Open Molecules 2025 dataset: an isolated molecule of C25H22N4O2 at a distorted geometry (ωB97M-V/def2-TZVPD).

Structure (XYZ):
```
53
Properties=species:S:1:pos:R:3:mulliken_charge:R:1
O 7.02 0.78 0.25 -0.53
C 5.66 0.46 0.35 -0.30
H 5.32 0.87 1.30 0.28
C 4.83 1.06 -0.80 -0.80
N 3.44 0.70 -0.70 -0.08
C 2.50 1.54 -0.21 0.80
N 2.81 2.83 -0.06 -0.62
C 1.87 3.68 0.30 -0.59
N 0.59 3.43 0.52 -0.69
C 0.28 2.14 0.39 -0.45
N -0.95 1.60 0.55 0.13
C -0.87 0.24 0.32 -0.97
C 0.43 -0.10 0.03 2.30
C 1.18 1.11 0.06 0.07
C 0.97 -1.45 -0.13 0.32
C 2.10 -1.83 0.60 -0.55
C 2.64 -3.09 0.46 -0.72
C 2.06 -4.01 -0.40 -0.53
C 0.93 -3.65 -1.12 -0.78
C 0.39 -2.38 -0.99 -0.32
H -0.49 -2.11 -1.56 0.39
H 0.47 -4.36 -1.79 0.42
H 2.48 -5.00 -0.51 0.40
H 3.51 -3.37 1.03 0.42
H 2.54 -1.13 1.30 0.59
C -2.07 -0.61 0.44 0.03
C -2.54 -0.98 1.69 -0.40
C -3.68 -1.75 1.80 -0.91
C -4.36 -2.16 0.66 -0.46
C -3.89 -1.79 -0.59 -1.27
C -2.75 -1.02 -0.70 0.27
H -2.39 -0.72 -1.68 0.76
H -4.42 -2.11 -1.48 0.43
H -5.25 -2.76 0.74 0.43
H -4.05 -2.04 2.77 0.42
H -2.01 -0.66 2.57 0.51
C -2.13 2.35 0.93 -0.79
C -3.30 2.04 0.06 0.62
C -4.57 1.65 0.38 -0.63
C -5.25 1.49 -0.85 -0.35
C -4.35 1.80 -1.82 -0.68
O -3.17 2.14 -1.28 -0.36
H -4.42 1.82 -2.89 0.49
H -6.27 1.19 -0.99 0.46
H -4.96 1.48 1.36 0.50
H -1.84 3.40 0.84 0.50
H -2.40 2.14 1.97 0.21
H 2.18 4.71 0.42 0.43
H 3.21 -0.28 -0.73 0.27
H 4.89 2.15 -0.77 0.31
H 5.22 0.70 -1.76 0.45
H 5.52 -0.63 0.36 0.23
H 7.36 0.49 -0.60 0.31
```

## Properties
SMILES ... OCCNc1ncnc2c1c(-c1ccccc1)c(-c1ccccc1)n2Cc1ccco1
Highest occupied orbital energy ... -7.64 eV
Kohn-Sham gap ... 8.32 eV
Strongest force on any atom ... 1.046 eV/Å
Spin multiplicity ... 1
Energy above the lowest of the compared OMol25 structures with the same formula, charge and spin ... 0.7208 eV
LUMO energy ... 0.7 eV
Calculated total energy ... -1335.39505 hartree

---

(5)
Entry from the Open Molecules 2025 dataset: C33H45LaN5S as an isolated structure at a distorted geometry (ωB97M-V/def2-TZVPD).

Structure (XYZ):
```
85
Properties=species:S:1:pos:R:3:mulliken_charge:R:1
La 0.08 -0.39 0.57 1.16
N -0.31 -2.43 1.73 0.21
N 0.59 -2.61 -1.51 0.68
C 2.05 1.50 -0.30 0.99
C 2.84 0.35 -0.01 1.18
C 2.72 0.07 1.38 -0.18
C 3.38 -1.03 2.13 -1.95
H 4.12 -1.55 1.50 0.41
H 2.67 -1.78 2.49 0.14
H 3.91 -0.64 3.01 0.51
C 1.91 1.09 1.96 0.63
C 1.61 1.26 3.40 -0.68
H 1.99 2.23 3.78 0.40
H 2.06 0.47 4.01 0.38
H 0.52 1.26 3.61 -0.55
C 1.49 1.97 0.92 0.32
C 0.70 3.21 1.13 -0.97
H -0.27 3.00 1.61 -0.07
H 0.48 3.70 0.17 0.41
H 1.24 3.93 1.76 0.30
C 3.77 -0.33 -0.94 -1.61
H 4.73 -0.57 -0.44 0.39
H 4.01 0.30 -1.81 0.45
H 3.36 -1.28 -1.32 0.12
C 1.93 2.20 -1.61 -1.92
H 0.91 2.15 -2.01 0.14
H 2.59 1.75 -2.37 0.32
H 2.20 3.27 -1.53 0.43
C -1.11 -2.78 2.78 -0.28
H -1.11 -2.10 3.64 -0.01
C -1.82 -3.96 2.78 -0.52
H -2.49 -4.18 3.60 0.37
C -1.67 -4.86 1.72 -0.75
H -2.23 -5.79 1.69 0.35
C -0.77 -4.57 0.72 -0.49
H -0.57 -5.24 -0.12 0.33
C -0.05 -3.36 0.75 1.00
C 0.95 -3.06 -0.24 -1.65
H 2.02 -3.07 -0.01 0.21
C 0.26 -1.27 -1.80 -0.98
C 0.63 -3.38 -2.68 -0.91
H 0.80 -4.44 -2.62 0.51
C 0.50 -2.53 -3.70 -0.71
H 0.54 -2.74 -4.75 0.60
N 0.34 -1.25 -3.17 1.20
C 0.41 -0.09 -4.01 0.23
C 1.59 0.16 -4.73 1.05
C 1.67 1.33 -5.50 -1.08
H 2.60 1.55 -6.04 0.24
C 0.60 2.23 -5.58 0.78
C 0.67 3.44 -6.46 -1.49
H 0.65 4.37 -5.86 0.30
H -0.18 3.48 -7.14 0.35
H 1.59 3.44 -7.05 0.36
C -0.55 1.96 -4.84 -0.94
H -1.39 2.66 -4.88 0.35
C -0.67 0.80 -4.06 1.06
C -1.93 0.50 -3.32 -1.51
H -2.28 -0.53 -3.48 0.29
H -2.72 1.18 -3.69 0.50
H -1.84 0.67 -2.24 0.13
C 2.77 -0.75 -4.66 -1.63
H 2.60 -1.71 -5.16 0.38
H 3.08 -0.95 -3.62 0.17
H 3.63 -0.27 -5.15 0.38
C -1.57 0.19 5.22 -1.22
N -2.00 1.12 4.18 0.66
C -1.67 2.54 4.35 -1.19
C -2.71 0.68 3.07 -0.43
S -2.20 0.98 1.44 -0.52
N -3.88 0.05 3.28 0.27
C -4.69 0.39 4.46 -1.33
C -4.65 -0.40 2.13 -1.03
H -2.32 -0.61 5.35 0.52
H -1.46 0.74 6.16 0.42
H -0.61 -0.27 4.96 0.05
H -1.91 3.08 3.42 0.29
H -2.26 2.96 5.18 0.29
H -0.60 2.66 4.58 0.38
H -5.39 1.21 4.23 0.31
H -5.27 -0.49 4.74 0.37
H -4.04 0.70 5.29 0.44
H -5.00 0.44 1.52 0.32
H -4.05 -1.07 1.51 0.24
H -5.52 -0.94 2.51 0.31
```

## Properties
Net charge ... -1
Highest occupied orbital energy (alpha / beta) ... -0.76 / -1.57 eV
Kohn-Sham gap (alpha / beta) ... 3.14 / 3.95 eV
Strongest force on any atom ... 3.409 eV/Å
Spin multiplicity ... 1
Energy above the lowest of the compared OMol25 structures with the same formula, charge and spin ... 0.5311 eV
LUMO energy (alpha / beta) ... 2.4 / 2.4 eV
Calculated total energy ... -1987.94878 hartree

---

(6)
Entry from the Open Molecules 2025 dataset: an isolated molecule of H8N5O2P at a distorted geometry (ωB97M-V/def2-TZVPD).

Structure (XYZ):
```
16
Properties=species:S:1:pos:R:3:mulliken_charge:R:1
N 0.51 -2.61 -0.89 -0.66
N 2.00 1.57 -0.75 -0.56
N -1.62 1.37 1.22 -0.54
N -0.23 -1.42 -1.05 -0.15
N 0.65 1.40 -0.79 -0.22
O 1.08 -0.51 1.08 -0.78
O -1.49 0.20 0.33 -0.29
P 0.06 -0.09 -0.10 0.93
H 1.06 -2.51 0.07 0.34
H 1.18 -2.59 -1.71 0.25
H 2.14 1.12 0.23 0.36
H 2.58 1.21 -1.46 0.21
H -1.67 0.96 2.24 0.28
H -2.68 1.66 1.15 0.28
H -1.16 -1.51 -1.27 0.30
H 0.15 1.55 -1.66 0.26
```

## Properties
SMILES ... NNP(=O)(NN)ON
Highest occupied orbital energy ... -8.31 eV
Kohn-Sham gap ... 8.98 eV
Strongest force on any atom ... 5.724 eV/Å
Spin multiplicity ... 1
Energy above the lowest of the compared OMol25 structures with the same formula, charge and spin ... 0.0000 eV
LUMO energy ... 0.7 eV
Calculated total energy ... -770.31454 hartree

---

(7)
Entry from the Open Molecules 2025 dataset: an isolated molecule of C2H2P2 at a distorted geometry (ωB97M-V/def2-TZVPD).

Structure (XYZ):
```
6
Properties=species:S:1:pos:R:3:mulliken_charge:R:1
C -0.30 -0.33 0.30 -0.13
C 0.68 0.48 0.59 -0.17
P -1.38 -0.43 -2.11 -0.04
P -1.56 -1.38 -0.23 -0.15
H 1.09 0.65 1.56 0.27
H 1.47 1.02 -0.11 0.22
```

## Properties
SMILES ... C=C=P#P
Highest occupied orbital energy (alpha / beta) ... -7.95 / -7.75 eV
Kohn-Sham gap (alpha / beta) ... 6.63 / 6.53 eV
Strongest force on any atom ... 3.127 eV/Å
Spin multiplicity ... 1
Energy above the lowest of the compared OMol25 structures with the same formula, charge and spin ... 1.8403 eV
LUMO energy (alpha / beta) ... -1.3 / -1.2 eV
Calculated total energy ... -759.95370 hartree

---

(8)
Entry from the Open Molecules 2025 dataset: a 7-piece molecular cluster, C14H28O28S7 overall at a distorted geometry (ωB97M-V/def2-TZVPD).

Structure (XYZ):
```
77
Properties=species:S:1:pos:R:3:mulliken_charge:R:1
C 0.13 1.54 6.35 -0.26
C -0.39 0.12 6.56 -0.35
O 0.33 -0.71 5.65 -0.37
S 1.03 0.19 4.49 1.07
O 0.06 0.52 3.49 -0.26
O 2.34 -0.28 4.15 -0.56
O 1.25 1.46 5.51 -0.32
H 0.47 2.04 7.26 0.31
H -0.64 2.20 5.94 0.20
H -1.47 0.00 6.63 0.28
H 0.02 -0.25 7.51 0.28
C -1.92 -5.07 -2.07 -0.49
C -2.52 -3.72 -2.35 0.40
O -3.39 -4.01 -3.50 -0.35
S -3.19 -5.55 -4.11 1.09
O -2.94 -5.50 -5.52 -0.51
O -4.17 -6.47 -3.56 -0.53
O -1.77 -5.68 -3.32 -0.33
H -2.66 -5.60 -1.46 0.38
H -0.96 -4.92 -1.57 0.33
H -1.76 -3.01 -2.64 -0.19
H -3.18 -3.36 -1.57 0.16
C -4.20 -0.35 3.48 -0.03
C -4.82 1.04 3.29 -0.29
O -5.06 1.23 1.90 -0.40
S -4.54 -0.06 1.02 0.86
O -3.18 0.11 0.62 -0.15
O -5.54 -0.26 0.00 -0.56
O -4.59 -1.08 2.31 -0.34
H -4.49 -0.85 4.40 0.33
H -3.12 -0.28 3.55 0.06
H -4.19 1.87 3.62 0.25
H -5.82 1.19 3.70 0.29
C 1.28 -0.60 0.04 -0.03
C -0.13 -0.01 -0.02 -0.11
O -0.59 -0.87 -1.10 -0.17
S 0.49 -1.03 -2.28 0.89
O 0.23 -0.07 -3.32 -0.59
O 0.69 -2.41 -2.63 -0.51
O 1.67 -0.41 -1.30 -0.24
H 1.29 -1.66 0.31 0.31
H 1.78 0.02 0.79 0.03
H -0.24 0.97 -0.47 0.26
H -0.82 -0.13 0.81 0.21
C 6.08 1.66 1.17 -0.45
C 4.66 1.35 0.64 -0.30
O 3.82 1.87 1.67 -0.14
S 4.44 3.22 2.27 1.08
O 4.37 3.19 3.69 -0.56
O 3.87 4.41 1.68 -0.57
O 5.94 2.97 1.75 -0.32
H 6.82 1.67 0.38 0.34
H 6.30 0.93 1.94 0.32
H 4.54 0.27 0.67 0.29
H 4.43 1.77 -0.33 0.30
C 2.76 -1.27 -7.48 -0.21
C 2.35 -1.05 -6.03 -0.29
O 2.96 -2.13 -5.31 -0.22
S 4.42 -2.46 -5.93 1.07
O 4.69 -3.85 -6.01 -0.53
O 5.37 -1.63 -5.27 -0.55
O 4.06 -1.88 -7.42 -0.34
H 2.95 -0.31 -7.97 0.26
H 2.10 -1.94 -8.01 0.28
H 1.28 -1.12 -5.86 0.27
H 2.66 -0.12 -5.55 0.25
C -2.44 4.30 -0.55 -0.34
C -3.08 3.89 0.80 0.01
O -2.01 3.59 1.68 -0.22
S -0.53 3.83 0.97 0.83
O 0.44 2.81 1.30 -0.19
O -0.14 5.18 1.18 -0.58
O -1.20 3.63 -0.52 -0.34
H -2.37 5.38 -0.70 0.27
H -2.95 3.87 -1.41 0.32
H -3.71 3.01 0.68 -0.07
H -3.66 4.65 1.32 0.32
```

## Properties
SMILES ... O=S1(=O)OCCO1.O=S1(=O)OCCO1.O=S1(=O)OCCO1.O=S1(=O)OCCO1.O=S1(=O)OCCO1.O=S1(=O)OCCO1.O=S1(=O)OCCO1
Highest occupied orbital energy ... -10.93 eV
Kohn-Sham gap ... 10.68 eV
Strongest force on any atom ... 2.859 eV/Å
Spin multiplicity ... 1
Energy above the lowest of the compared OMol25 structures with the same formula, charge and spin ... 2.0664 eV
LUMO energy ... -0.2 eV
Calculated total energy ... -5444.05596 hartree